No. 1
# C21H15BBr2F4N4O6Ti

A molecular structure, C21H15BBr2F4N4O6Ti (ωB97M-V with the def2-TZVPD basis set, the OMol25 dataset).

The gap between HOMO and LUMO (spin up / spin down) is 7.13 / 7.30 eV. Its expectation value of S² is 0.75. The relative energy (zero: lowest compared OMol25 entry of this formula, charge and spin) is 26.50 kJ/mol.

ORCA input file:
```
! wB97M-V def2-TZVPD RIJCOSX def2/J DEFGRID3
* xyz -1 2
Ti 0.61 0.44 -1.48
O -0.31 2.18 -1.40
C -1.46 2.65 -1.03
C -1.67 4.05 -1.05
C -2.85 4.61 -0.65
C -3.91 3.82 -0.20
C -3.74 2.45 -0.18
C -2.54 1.85 -0.59
C -2.40 0.40 -0.56
N -1.28 -0.29 -0.61
C -1.62 -1.62 -0.55
C -2.96 -1.74 -0.47
N -3.45 -0.45 -0.47
H -0.84 4.66 -1.40
H -2.97 5.69 -0.68
H -4.84 4.26 0.13
H -4.54 1.83 0.20
H -0.87 -2.39 -0.60
H -3.60 -2.60 -0.45
H -4.41 -0.19 -0.55
O 0.68 1.80 5.66
C 0.56 1.68 4.31
C 0.02 0.55 3.71
C -0.06 0.52 2.33
N 0.34 1.52 1.55
C 0.85 2.57 2.15
Br 1.43 4.00 1.04
C 0.99 2.73 3.52
H 0.36 0.99 6.08
H -0.32 -0.30 4.30
H -0.45 -0.35 1.82
H 1.42 3.62 3.95
O 2.53 1.25 -1.02
N 2.80 1.63 -2.20
O 1.89 1.34 -2.99
F -0.69 -1.95 -4.48
B -1.29 -0.73 -4.22
F -0.51 -0.10 -3.10
F -2.58 -0.88 -3.71
F -1.25 0.14 -5.28
Br 2.64 -2.01 2.54
C 3.01 -3.13 1.05
C 3.73 -4.29 1.34
C 4.07 -5.17 0.33
C 3.70 -4.89 -0.98
C 2.99 -3.74 -1.26
C 2.63 -2.84 -0.25
C 1.84 -1.64 -0.70
O 1.72 -1.43 -1.93
O 1.30 -0.87 0.13
H 4.02 -4.48 2.36
H 4.63 -6.06 0.57
H 3.96 -5.57 -1.78
H 2.69 -3.49 -2.27
*
```

No. 2
# C3H4N2O2

A single C3H4N2O2 molecule at a distorted geometry (ωB97M-V with the def2-TZVPD basis set, the OMol25 dataset).

The gap between HOMO and LUMO is 7.74 eV. The relative energy (zero: lowest compared OMol25 entry of this formula, charge and spin) is 725.43 kJ/mol.

ORCA input file:
```
! wB97M-V def2-TZVPD RIJCOSX def2/J DEFGRID3
* xyz 0 1
C -1.04 -0.27 1.36
C 0.86 -0.87 0.03
C -1.61 0.40 0.16
N 1.59 1.44 -0.23
N 1.60 0.22 -0.49
O 1.13 -1.92 -0.43
O 0.15 -0.63 1.17
H -1.40 -0.31 -0.68
H -0.93 1.29 0.09
H -2.66 0.83 0.20
H 2.31 -0.18 -1.17
*
```

No. 3
# C4H7N3

A single C4H7N3 molecule at a distorted geometry (ωB97M-V with the def2-TZVPD basis set, the OMol25 dataset).

Its SMILES is Cn1cncc1N. The gap between HOMO and LUMO is 9.19 eV. The relative energy (zero: lowest compared OMol25 entry of this formula, charge and spin) is 176.67 kJ/mol.

ORCA input file:
```
! wB97M-V def2-TZVPD RIJCOSX def2/J DEFGRID3
* xyz 0 1
C -1.47 -1.29 0.67
C 0.74 -1.22 -0.45
C 1.21 0.84 -0.37
C -0.16 0.87 0.01
H -1.61 -2.10 -0.16
H -1.24 -1.81 1.67
H -2.25 -0.48 0.99
H 0.97 -2.28 -0.64
H 1.82 1.70 -0.88
H -1.26 2.53 -0.17
H -0.59 2.23 1.25
N -0.30 -0.59 0.16
N 1.69 -0.39 -0.81
N -1.09 1.70 0.47
*
```

No. 4
# C21H21N5O2

A single C21H21N5O2 molecule at a distorted geometry (ωB97M-V with the def2-TZVPD basis set, the OMol25 dataset).

Its SMILES is COc1ccc([C@H]2N=C(Nc3ccc(C)cc3)Nc3nc(C)cc(=O)n32)cc1. The gap between HOMO and LUMO is 8.72 eV. The relative energy (zero: lowest compared OMol25 entry of this formula, charge and spin) is 266.11 kJ/mol.

ORCA input file:
```
! wB97M-V def2-TZVPD RIJCOSX def2/J DEFGRID3
* xyz 0 1
O 3.72 1.51 0.44
N 0.68 0.18 -2.16
N -0.03 1.52 1.53
O 4.24 -4.43 -0.12
C 2.58 1.70 0.69
C -0.41 0.09 -1.54
C 0.31 1.14 0.36
C 2.23 2.14 2.03
C 0.89 2.09 2.44
C 4.27 -2.30 -1.23
C 2.40 -2.93 0.14
C -2.90 -2.38 -1.96
C -3.64 -0.25 -1.34
C -4.15 -2.92 -1.65
C -4.90 -0.78 -1.03
C 3.68 -1.13 -1.61
C 1.82 -1.71 -0.28
C 3.66 -3.22 -0.45
C -2.65 -1.02 -1.87
C -5.18 -2.11 -1.21
C 2.47 -0.82 -1.12
N -0.69 0.74 -0.40
N -1.40 -0.57 -2.32
N 1.57 1.22 -0.15
C 5.68 -4.53 -0.12
C 0.45 2.82 3.59
C -6.66 -2.63 -1.01
C 1.89 0.55 -1.42
H 2.92 2.50 2.79
H 5.32 -2.27 -1.56
H 2.11 -3.43 1.01
H -2.13 -3.07 -2.38
H -3.44 0.81 -1.36
H -4.40 -4.00 -1.76
H -5.69 -0.16 -0.60
H 4.13 -0.44 -2.30
H 0.79 -1.48 0.08
H -1.59 0.78 -0.05
H -0.96 -1.07 -3.09
H 5.97 -4.66 -1.12
H 6.12 -3.56 0.21
H 6.19 -5.26 0.57
H 0.27 2.21 4.38
H -0.56 3.20 3.25
H 1.09 3.53 3.98
H -6.65 -2.92 0.04
H -7.62 -2.07 -1.16
H -6.76 -3.42 -1.66
H 2.47 1.04 -2.15
*
```

No. 5
# C2H10N2S

2 unconnected molecules or ions with the total composition C2H10N2S at a distorted geometry (ωB97M-V with the def2-TZVPD basis set, the OMol25 dataset).

Its SMILES is NCN.CS. The gap between HOMO and LUMO is 9.86 eV. The relative energy (zero: lowest compared OMol25 entry of this formula, charge and spin) is 69.78 kJ/mol.

ORCA input file:
```
! wB97M-V def2-TZVPD RIJCOSX def2/J DEFGRID3
* xyz 0 1
C 0.84 1.69 1.43
S 1.93 0.29 1.04
H 0.96 2.43 0.64
H -0.21 1.41 1.55
H 1.17 2.18 2.31
H 1.83 0.51 -0.27
N -2.56 -0.67 -0.33
C -1.48 -0.34 -1.25
N -0.61 -1.41 -1.71
H -3.05 -1.49 -0.68
H -3.20 0.10 -0.42
H -1.95 0.01 -2.19
H -0.98 0.58 -0.93
H 0.09 -0.96 -2.28
H -0.06 -1.78 -0.94
*
```

No. 6
# C41H116N16O20

14 unconnected molecules or ions with the total composition C41H116N16O20 at a distorted geometry (ωB97M-V with the def2-TZVPD basis set, the OMol25 dataset).

The gap between HOMO and LUMO is 8.82 eV. The relative energy (zero: lowest compared OMol25 entry of this formula, charge and spin) is 0.00 kJ/mol.

ORCA input file:
```
! wB97M-V def2-TZVPD RIJCOSX def2/J DEFGRID3
* xyz 0 1
C 2.46 -2.65 0.65
O 3.27 -3.49 1.05
N 1.43 -2.95 -0.20
N 2.46 -1.38 1.13
H 1.53 -3.77 -0.76
H 0.89 -2.16 -0.51
H 1.68 -0.81 0.86
H 3.18 -1.02 1.74
C -2.94 -2.14 2.03
O -3.63 -1.19 2.40
N -1.62 -2.28 2.26
N -3.50 -3.15 1.27
H -1.08 -3.07 1.96
H -1.10 -1.61 2.81
H -4.50 -3.23 1.35
H -2.99 -4.02 1.27
C -2.58 4.04 8.60
O -3.34 3.09 8.49
N -1.57 4.06 9.53
N -2.43 5.05 7.68
H -1.64 3.24 10.11
H -0.79 4.68 9.57
H -1.89 5.88 7.84
H -2.84 4.92 6.77
C -3.69 -0.86 -2.80
O -2.99 -1.88 -2.92
N -4.16 -0.21 -3.91
N -3.95 -0.28 -1.60
H -4.55 0.70 -3.72
H -3.59 -0.46 -4.70
H -4.21 0.69 -1.56
H -3.48 -0.64 -0.78
C -4.51 1.85 0.95
O -4.47 2.85 0.22
N -3.52 1.56 1.86
N -5.45 0.88 0.82
H -3.40 0.55 1.93
H -2.77 2.22 1.93
H -5.26 0.00 1.29
H -6.15 0.88 0.11
C 0.67 -3.63 -3.39
O 2.08 -3.44 -3.37
C 2.77 -4.42 -4.13
C 2.79 -5.82 -3.53
N 1.59 -6.62 -3.81
C 1.62 -7.15 -5.18
C 0.66 -8.32 -5.33
O 1.22 -9.51 -4.83
C 0.25 -10.50 -4.64
H 0.13 -3.54 -4.34
H 0.25 -2.83 -2.78
H 0.42 -4.55 -2.88
H 3.80 -4.07 -4.24
H 2.39 -4.39 -5.16
H 2.80 -5.69 -2.44
H 3.69 -6.34 -3.88
H 1.55 -7.43 -3.20
H 2.60 -7.60 -5.44
H 1.38 -6.35 -5.88
H 0.39 -8.40 -6.40
H -0.29 -8.11 -4.82
H -0.48 -10.27 -3.85
H 0.77 -11.42 -4.35
H -0.28 -10.72 -5.57
C 2.68 4.49 5.77
O 2.99 3.14 5.56
C 3.51 2.48 6.70
C 3.62 0.99 6.36
N 4.45 0.85 5.18
C 4.37 -0.50 4.61
C 5.13 -0.52 3.28
O 4.44 0.36 2.40
C 5.08 0.48 1.14
H 3.46 5.08 6.25
H 1.75 4.62 6.34
H 2.54 4.95 4.79
H 2.86 2.61 7.57
H 4.51 2.84 6.94
H 2.59 0.62 6.23
H 4.05 0.46 7.21
H 4.20 1.57 4.51
H 3.34 -0.84 4.47
H 4.89 -1.16 5.30
H 5.01 -1.55 2.90
H 6.20 -0.33 3.39
H 6.09 0.89 1.26
H 4.44 1.05 0.48
H 5.27 -0.53 0.74
C 9.06 -3.56 -4.70
O 8.62 -2.58 -3.78
C 7.82 -1.55 -4.34
C 6.38 -1.72 -3.85
N 5.49 -0.63 -4.24
C 4.25 -0.68 -3.42
C 3.38 0.54 -3.70
O 3.97 1.72 -3.25
C 3.01 2.72 -2.92
H 9.53 -4.32 -4.09
H 9.81 -3.22 -5.43
H 8.17 -4.00 -5.16
H 7.83 -1.64 -5.43
H 8.23 -0.60 -3.99
H 6.35 -2.07 -2.81
H 6.01 -2.57 -4.45
H 5.88 0.28 -4.02
H 4.52 -0.73 -2.36
H 3.71 -1.59 -3.69
H 2.52 0.19 -3.08
H 2.98 0.52 -4.71
H 2.64 2.44 -1.93
H 2.23 2.81 -3.67
H 3.54 3.67 -2.92
C -1.98 2.51 4.91
O -1.06 1.72 4.18
C 0.27 2.17 4.10
C 1.04 1.06 3.33
N 0.24 0.51 2.24
C 0.15 1.42 1.11
C -0.59 0.78 -0.06
O 0.34 0.06 -0.85
C -0.12 -0.11 -2.18
H -2.92 2.65 4.39
H -1.60 3.48 5.24
H -2.22 1.95 5.82
H 0.76 2.41 5.06
H 0.35 3.12 3.54
H 1.16 0.22 4.03
H 1.99 1.48 3.02
H -0.65 0.37 2.70
H 1.16 1.65 0.79
H -0.43 2.32 1.37
H -1.15 1.52 -0.63
H -1.37 0.09 0.30
H -1.19 -0.29 -2.28
H 0.49 -0.91 -2.61
H 0.10 0.82 -2.71
C -1.70 1.85 -4.98
O -1.40 0.47 -5.00
C -0.55 0.12 -6.08
C -0.08 -1.31 -5.89
N -1.17 -2.28 -5.78
C -2.03 -2.41 -6.96
C -3.07 -3.49 -6.70
O -3.42 -4.11 -7.91
C -4.41 -5.10 -7.72
H -2.49 1.99 -4.25
H -2.07 2.19 -5.96
H -0.82 2.42 -4.68
H 0.29 0.83 -6.10
H -1.12 0.15 -7.02
H 0.46 -1.41 -4.95
H 0.55 -1.61 -6.73
H -1.80 -2.07 -5.00
H -1.43 -2.61 -7.84
H -2.60 -1.49 -7.19
H -3.95 -3.13 -6.16
H -2.63 -4.23 -6.01
H -3.97 -5.83 -7.03
H -4.76 -5.54 -8.65
H -5.32 -4.62 -7.32
C -6.66 9.00 4.20
O -5.92 7.95 4.81
C -6.43 6.70 4.42
C -5.51 5.61 4.94
N -4.15 5.70 4.41
C -4.04 5.18 3.06
C -2.66 5.50 2.49
O -2.40 6.88 2.62
C -2.81 7.63 1.51
H -6.26 9.95 4.53
H -7.67 8.97 4.63
H -6.70 8.93 3.11
H -6.56 6.62 3.33
H -7.46 6.54 4.78
H -5.96 4.62 4.84
H -5.46 5.79 6.02
H -3.91 6.68 4.46
H -4.69 5.65 2.30
H -4.27 4.11 3.07
H -2.59 5.14 1.46
H -1.88 4.98 3.06
H -2.41 7.21 0.58
H -2.45 8.66 1.56
H -3.90 7.60 1.39
O -0.29 -0.99 6.01
H -0.47 -1.87 5.69
H 0.22 -0.55 5.32
O -0.68 1.17 7.83
H -1.41 1.80 7.79
H -0.87 0.53 7.12
O -1.46 -3.34 -1.00
H -2.27 -3.55 -0.54
H -1.73 -2.82 -1.78
*
```

No. 7
# C34H33AsHfN5O4PS

A molecular structure, C34H33AsHfN5O4PS (ωB97M-V with the def2-TZVPD basis set, the OMol25 dataset).

The gap between HOMO and LUMO is 7.81 eV. The relative energy (zero: lowest compared OMol25 entry of this formula, charge and spin) is 0.99 kJ/mol.

ORCA input file:
```
! wB97M-V def2-TZVPD RIJCOSX def2/J DEFGRID3
* xyz 2 1
Hf -0.29 -0.11 -0.34
O -3.74 0.65 -2.60
C -2.97 0.48 -1.70
O -1.64 0.43 -1.81
C -3.40 0.30 -0.26
C -4.67 0.44 0.24
C -4.86 0.24 1.61
C -3.78 -0.10 2.42
C -2.54 -0.24 1.83
N -2.38 -0.04 0.52
C -1.23 -0.61 2.50
O -1.07 -0.56 3.68
O -0.32 -0.92 1.59
H -5.49 0.70 -0.42
H -5.85 0.35 2.04
H -3.89 -0.26 3.49
N 1.27 1.49 2.16
P 2.13 0.49 1.06
C 2.88 -0.75 2.13
C 3.81 -0.36 3.09
C 4.38 -1.30 3.93
C 4.03 -2.64 3.80
C 3.12 -3.04 2.84
C 2.53 -2.09 2.01
C 3.49 1.52 0.48
C 3.26 2.85 0.13
C 4.27 3.61 -0.42
C 5.53 3.05 -0.63
C 5.77 1.73 -0.28
C 4.75 0.96 0.27
C 0.13 2.16 1.82
C -0.54 2.95 2.77
C -1.62 3.69 2.36
C -2.02 3.67 1.02
C -1.34 2.85 0.16
N -0.31 2.05 0.56
H 1.50 1.44 3.15
H 4.11 0.68 3.18
H 5.10 -1.00 4.68
H 4.48 -3.38 4.45
H 2.85 -4.08 2.74
H 1.79 -2.41 1.29
H 2.29 3.30 0.31
H 4.09 4.65 -0.68
H 6.32 3.65 -1.06
H 6.75 1.30 -0.43
H 4.95 -0.06 0.55
H -0.19 2.97 3.79
H -2.15 4.31 3.08
H -2.83 4.28 0.65
H -1.61 2.77 -0.88
N -2.84 -2.78 -0.70
C -1.72 -2.87 -1.44
N -0.58 -2.28 -1.12
C 0.42 -2.65 -2.03
C 1.78 -2.35 -1.90
C 2.65 -2.77 -2.90
C 2.19 -3.49 -4.00
C 0.85 -3.83 -4.11
C -0.02 -3.41 -3.12
S -1.72 -3.77 -2.92
H -2.73 -2.57 0.28
H -3.64 -3.34 -0.95
H 2.16 -1.84 -1.02
H 3.70 -2.56 -2.80
H 2.88 -3.81 -4.76
H 0.50 -4.42 -4.95
C 3.10 0.82 -2.99
As 1.19 0.90 -2.64
C 0.45 0.17 -4.28
C 0.79 2.79 -2.83
H 3.37 1.64 -3.65
H 3.31 -0.12 -3.50
H 3.67 0.88 -2.08
H 0.89 0.68 -5.13
H -0.63 0.30 -4.27
H 0.69 -0.89 -4.34
H 1.21 3.16 -3.77
H 1.22 3.36 -2.01
H -0.29 2.93 -2.86
*
```